Model i:
ORCA calculation (wB97M-V/def2-TZVPD) on one molecule with the formula C8H8O.

```
17
Properties=species:S:1:pos:R:3:mulliken_charge:R:1
C 1.354 -0.277 1.109 -0.786
C 1.290 -1.548 0.619 0.069
C 1.597 -2.778 0.597 0.573
C -0.752 0.528 0.454 -0.735
C -1.080 -0.915 -0.002 -0.589
C 0.848 -0.247 -1.280 -0.709
C 0.734 0.614 0.066 -0.067
C 0.299 -1.443 -0.562 -0.057
O 1.733 -3.932 0.493 -0.469
H 1.542 0.045 2.126 0.428
H -1.369 1.193 -0.119 0.311
H -1.045 0.824 1.552 0.309
H -1.218 -1.634 0.940 0.255
H -1.770 -0.916 -0.834 0.428
H 0.153 -0.038 -2.193 0.266
H 1.859 -0.302 -1.553 0.361
H 1.032 1.651 0.105 0.413
```

The HOMO energy (spin up / spin down) comes out at -0.3250 / -0.2503 hartree.

Model ii:
ORCA calculation (wB97M-V/def2-TZVPD) on C8H8O as an isolated structure.

```
17
Properties=species:S:1:pos:R:3:mulliken_charge:R:1
C -0.305 -1.627 -1.512 -0.318
C 0.126 -0.525 -2.124 -1.025
C -2.381 -0.429 -0.522 -0.182
C -1.985 0.723 -1.185 -0.962
C -0.969 -0.983 -0.359 -0.399
C -0.484 0.452 -1.224 1.471
C 0.164 0.584 0.074 -0.486
C 1.797 0.607 1.708 -0.599
O 1.427 0.301 0.416 -0.266
H -0.173 -2.629 -1.604 0.516
H 0.796 -0.391 -2.919 0.398
H -3.503 -0.741 -0.373 0.307
H -2.431 1.620 -1.420 0.439
H -0.368 1.219 0.788 0.324
H 2.896 1.134 1.666 0.200
H 1.780 -0.236 2.421 0.248
H 1.104 1.342 2.023 0.335
```

The HOMO energy comes out at -0.2797 hartree.

Most stable pick: model i. Distance to second place: 1.451 eV.

Model i:
ORCA calculation (wB97M-V/def2-TZVPD) on a 2-piece molecular cluster, C3H10S2 overall.

```
15
Properties=species:S:1:pos:R:3:mulliken_charge:R:1
C 2.791 -1.051 -1.426 -0.882
S 1.409 -0.352 -0.560 0.027
C 0.116 -0.682 -1.761 -0.850
H 3.675 -0.851 -0.827 0.296
H 2.912 -0.804 -2.479 0.299
H 2.675 -2.193 -1.349 0.269
H -0.784 -0.940 -1.170 0.223
H -0.146 0.128 -2.419 0.299
H 0.295 -1.630 -2.293 0.345
C -2.132 1.234 0.334 -0.650
S -1.719 0.699 2.134 -0.183
H -1.221 1.404 -0.232 0.177
H -2.582 0.284 -0.014 0.192
H -2.818 2.062 0.339 0.321
H -2.198 -0.529 1.905 0.117
```

The HOMO energy comes out at -0.3117 hartree. Its structure (SMILES) is CSC.CS.

Model ii:
ORCA calculation (wB97M-V/def2-TZVPD) on a 2-piece molecular cluster, C3H10S2 overall.

```
15
Properties=species:S:1:pos:R:3:mulliken_charge:R:1
C -1.341 4.714 1.967 -0.666
S -1.046 3.648 0.501 -0.089
S 1.042 3.313 0.867 -0.234
H -2.038 5.383 1.472 0.247
H -1.707 4.139 2.956 0.242
H -0.361 5.184 2.147 0.301
H 0.393 2.260 1.419 0.199
C 0.651 -3.747 -2.180 -0.857
C 0.599 -3.351 -0.627 -0.745
H 1.703 -3.919 -2.435 0.261
H 0.033 -4.599 -2.384 0.305
H 0.363 -2.862 -2.726 0.279
H 1.020 -4.377 -0.283 0.201
H -0.426 -3.365 -0.323 0.263
H 1.114 -2.421 -0.370 0.293
```

The HOMO energy comes out at -0.3312 hartree. Its structure (SMILES) is CSS.CC.

Most stable pick: model i. Distance to second place: 0.658 eV.

Model i:
ORCA calculation (wB97M-V/def2-TZVPD) on a 2-piece molecular cluster, C7H13N2O overall.

```
23
Properties=species:S:1:pos:R:3:mulliken_charge:R:1
C -0.353 3.523 -1.015 -0.025
C 0.238 3.077 0.959 0.004
C 1.291 -0.289 -1.380 -1.544
C 0.880 -0.477 1.121 -1.025
C -0.727 -1.730 -0.273 -1.485
C -0.930 0.548 -0.252 -0.747
C 0.198 -0.429 -0.255 1.766
N 0.208 4.611 -0.651 -0.260
N -0.368 2.544 -0.024 -0.132
O 0.564 4.314 0.688 -0.142
H -0.865 3.362 -2.036 0.329
H 0.361 2.695 1.926 0.441
H 2.141 -0.988 -1.184 0.386
H 1.813 0.677 -1.396 0.359
H 0.864 -0.408 -2.386 0.390
H 1.918 -0.872 0.951 0.353
H 0.331 -1.179 1.778 0.392
H 0.767 0.531 1.621 0.031
H -1.299 -2.054 -1.145 0.377
H -0.034 -2.583 -0.014 0.391
H -1.515 -1.714 0.600 0.386
H -1.454 0.887 -1.181 0.338
H -1.461 0.701 0.718 0.414
```

Its charge is +1. The HOMO energy comes out at -0.5824 hartree.

Model ii:
ORCA calculation (wB97M-V/def2-TZVPD) on an isolated ion of composition C7H13N2O and charge +1.

```
23
Properties=species:S:1:pos:R:3:mulliken_charge:R:1
C 0.562 2.522 -0.680 -0.599
C 1.534 1.822 -0.050 -0.205
C -0.563 1.999 -1.200 0.754
C 1.582 0.459 0.449 -0.968
C 0.625 -0.535 -0.312 -0.416
C -0.796 -0.279 0.284 0.005
C -1.207 -0.894 1.679 -1.625
N 0.866 -1.975 -0.265 -0.585
N -1.671 -0.886 -0.762 -0.146
O -1.385 1.943 -2.025 -0.356
H 0.592 3.558 -0.645 0.435
H 2.299 2.405 0.375 0.441
H 2.522 0.080 0.395 0.435
H 1.271 0.490 1.471 0.332
H 0.567 -0.360 -1.433 0.623
H -2.260 -0.514 1.966 0.409
H -0.724 -0.408 2.511 0.388
H -1.078 -1.957 1.757 0.496
H 1.520 -2.341 -1.058 0.266
H 1.329 -2.236 0.588 0.257
H -2.441 -1.377 -0.258 0.343
H -1.041 -1.396 -1.451 0.391
H -2.104 -0.120 -1.339 0.324
```

Its charge is +1. The HOMO energy (spin up / spin down) comes out at -0.4074 / -0.4377 hartree.

Model iii:
ORCA calculation (wB97M-V/def2-TZVPD) on an isolated ion of composition C7H13N2O and charge +1.

```
23
Properties=species:S:1:pos:R:3:mulliken_charge:R:1
C -0.011 -0.838 3.292 -0.783
C -0.256 -0.160 2.181 -0.032
C -1.116 -0.779 1.227 -0.486
C -0.937 -0.860 -0.103 -0.996
C 0.141 -0.284 -1.047 1.854
C 0.157 -0.906 -2.416 -1.486
N 1.464 -0.205 -0.389 -0.612
C 0.055 1.258 -1.055 -0.004
N -0.590 1.951 -0.094 -0.301
O 0.736 1.808 -2.034 -0.370
H 0.657 -0.590 4.164 0.262
H -0.248 -1.883 3.484 0.256
H 0.268 0.879 1.934 0.260
H -2.078 -1.131 1.560 0.435
H -1.770 -1.424 -0.458 0.347
H 1.084 -0.572 -2.992 0.400
H -0.663 -0.559 -3.022 0.354
H 0.193 -1.985 -2.250 0.423
H 2.117 -0.468 -1.109 0.266
H 1.689 -0.614 0.587 0.257
H -1.529 1.700 0.275 0.306
H -0.313 2.897 0.204 0.253
H 0.949 2.764 -1.939 0.397
```

Its charge is +1. The HOMO energy comes out at -0.4728 hartree. Its structure (SMILES) is C=C/C=C\[C@](C)(N)C(=[NH2+])O.

Most stable pick: model iii. Distance to second place: 1.406 eV.

Model i:
ORCA calculation (wB97M-V/def2-TZVPD) on C2H5N3 as an isolated structure.

```
10
Properties=species:S:1:pos:R:3:mulliken_charge:R:1
N -0.621 -0.461 -0.555 -0.029
N 0.226 -1.566 0.501 -0.517
C 0.683 -0.389 0.052 0.387
N -1.627 0.228 0.095 -0.475
C 1.600 0.571 0.123 -0.837
H -0.570 -1.736 -0.478 0.435
H -2.394 0.404 -0.538 0.259
H -1.288 1.054 0.575 0.262
H 1.471 1.487 -0.432 0.265
H 2.521 0.408 0.658 0.251
```

The HOMO energy comes out at -0.2997 hartree.

Model ii:
ORCA calculation (wB97M-V/def2-TZVPD) on a 2-piece molecular cluster, C2H5N3 overall.

```
10
Properties=species:S:1:pos:R:3:mulliken_charge:R:1
H -1.542 -2.001 -0.346 0.242
N -1.744 -1.168 0.210 -0.576
N -1.386 -0.156 -0.445 0.146
N -1.622 0.995 0.142 -0.300
H -1.985 1.027 1.091 0.273
H -1.225 1.814 -0.284 0.217
C 2.667 -0.332 0.388 -0.302
C 2.098 0.083 -0.576 -0.470
H 3.132 -0.690 1.259 0.371
H 1.607 0.427 -1.438 0.399
```

The HOMO energy comes out at -0.3489 hartree. Its structure (SMILES) is [H]/N=N/N.C#C.

Model iii:
ORCA calculation (wB97M-V/def2-TZVPD) on a 2-piece molecular cluster, C2H5N3 overall.

```
10
Properties=species:S:1:pos:R:3:mulliken_charge:R:1
H 3.013 -1.360 0.260 0.230
N 2.033 -1.023 0.144 -0.242
N 1.996 0.132 -0.337 -0.230
H 2.953 0.512 -0.527 0.213
C -1.287 0.599 0.145 -0.463
C -2.451 -0.252 -0.061 0.296
N -3.337 -0.976 -0.224 -0.375
H -1.330 1.092 1.115 0.254
H -0.432 -0.050 0.141 0.057
H -1.158 1.327 -0.656 0.259
```

The HOMO energy comes out at -0.3794 hartree. Its structure (SMILES) is [H]/N=N\[H].CC#N.

Most stable pick: model iii. Distance to second place: 1.701 eV.

Model i:
ORCA calculation (wB97M-V/def2-TZVPD) on a 5-piece molecular cluster, CH12N2O4 overall.

```
19
Properties=species:S:1:pos:R:3:mulliken_charge:R:1
H 2.790 -0.839 0.959 0.182
N 1.944 -1.384 0.826 -0.575
C 1.934 -1.666 -0.451 0.057
N 0.724 -2.021 -1.072 -0.418
H 2.704 -1.138 -1.099 0.263
H -0.210 -2.018 -0.514 0.306
H 0.582 -1.859 -2.042 0.234
O -2.394 5.088 -2.053 -0.645
H -2.389 4.440 -2.807 0.327
H -2.492 6.006 -2.281 0.318
O -1.547 -1.556 0.397 -0.698
H -1.190 -1.408 1.312 0.379
H -2.464 -1.252 0.515 0.331
O -0.148 -1.134 2.715 -0.749
H 0.134 -1.170 3.663 0.314
H 0.686 -1.574 2.320 0.372
O 0.819 1.412 -0.199 -0.648
H 0.503 0.829 0.566 0.335
H 0.014 1.243 -0.752 0.316
```

The HOMO energy comes out at -0.3307 hartree. Its structure (SMILES) is [H]/N=C/N.O.O.O.O.

Model ii:
ORCA calculation (wB97M-V/def2-TZVPD) on a 5-piece molecular cluster, CH12N2O4 overall.

```
19
Properties=species:S:1:pos:R:3:mulliken_charge:R:1
H -1.990 -3.195 -1.431 0.207
N -2.546 -2.484 -0.972 -0.710
C -2.685 -1.471 -1.741 0.124
N -2.768 -0.198 -1.309 -0.366
H -2.816 -1.537 -2.827 0.306
H -2.883 0.040 -0.342 0.218
H -2.686 0.563 -1.955 0.203
O 3.730 2.135 0.849 -0.680
H 4.352 2.652 0.314 0.329
H 4.266 1.807 1.579 0.318
O 1.849 -1.683 0.507 -0.647
H 1.077 -1.494 1.056 0.333
H 2.137 -2.565 0.752 0.303
O -1.020 -1.539 1.255 -0.675
H -1.731 -1.978 0.735 0.395
H -1.501 -1.210 2.021 0.307
O 1.648 4.109 0.130 -0.649
H 1.319 4.609 0.885 0.314
H 2.247 3.440 0.493 0.368
```

The HOMO energy comes out at -0.3410 hartree. Its structure (SMILES) is [H]/N=C/N.O.O.O.O.

Model iii:
ORCA calculation (wB97M-V/def2-TZVPD) on a 5-piece molecular cluster, CH12N2O4 overall.

```
19
Properties=species:S:1:pos:R:3:mulliken_charge:R:1
H 0.160 1.300 0.139 0.247
N -0.127 0.667 -0.595 -0.828
C 0.806 -0.195 -0.776 0.172
N 0.688 -1.054 -1.816 -0.351
H 1.624 -0.423 -0.107 0.344
H 0.033 -0.982 -2.581 0.251
H 1.128 -1.959 -1.853 0.194
O -2.663 -0.408 0.424 -0.704
H -1.912 -0.093 -0.106 0.390
H -2.309 -0.878 1.189 0.303
O 2.742 1.020 1.163 -0.601
H 2.173 1.774 1.363 0.306
H 3.516 1.021 1.729 0.274
O 0.063 2.941 2.146 -0.627
H -0.818 3.127 1.793 0.321
H -0.171 2.727 3.059 0.310
O -1.726 -2.763 -2.114 -0.656
H -2.005 -2.327 -1.295 0.342
H -1.201 -3.493 -1.763 0.314
```

The HOMO energy comes out at -0.3319 hartree. Its structure (SMILES) is [H]/N=C/N.O.O.O.O.

Most stable pick: model iii. Distance to second place: 0.204 eV.

Model i:
ORCA calculation (wB97M-V/def2-TZVPD) on one molecule with the formula C2H5NO2S.

```
11
Properties=species:S:1:pos:R:3:mulliken_spin:R:1
C -0.771 -0.924 0.322 0.641
C -1.156 -0.359 -0.970 0.022
N 1.432 0.031 1.505 0.152
O -1.432 -0.788 1.371 0.597
O 1.584 -1.172 -0.886 0.201
S 1.126 -1.354 0.473 0.305
H -0.486 -0.535 -1.707 0.006
H -2.084 -0.688 -1.217 0.019
H -1.286 0.735 -0.864 0.058
H 0.827 -0.147 2.290 -0.005
H 2.242 0.481 1.770 0.004
```

The spin multiplicity is 3. The HOMO energy (spin up / spin down) comes out at -0.2351 / -0.3697 hartree.

Model ii:
ORCA calculation (wB97M-V/def2-TZVPD) on a 2-piece molecular cluster, C2H5NO2S overall.

```
11
Properties=species:S:1:pos:R:3:mulliken_spin:R:1
C 2.066 0.359 0.754 1.738
C -0.672 -1.236 -0.301 0.020
N 2.919 1.170 0.748 0.206
O -2.168 0.547 0.977 0.005
O -2.136 0.556 -1.440 0.008
S -1.467 0.352 -0.230 0.007
H -0.370 1.109 -0.142 0.009
H -1.565 -2.009 -0.283 0.003
H -0.266 -1.284 -1.239 -0.009
H 0.015 -1.456 0.580 -0.001
H 3.645 1.892 0.576 0.013
```

The spin multiplicity is 3. The HOMO energy (spin up / spin down) comes out at -0.2224 / -0.4120 hartree.

Most stable pick: model i. Distance to second place: 4.076 eV.